# 1
Density functional theory data (the ωB97M-V functional and the def2-TZVPD basis) for a structure of composition C27H30N10O2RuS2SeSi.

Geometry as XYZ:
```
74
Properties=species:S:1:pos:R:3:forces:R:3
Ru 1.269 0.451 -0.372 -1.29 0.16 0.02
C 1.526 -2.769 2.043 0.05 0.02 -0.04
C 2.353 -2.608 0.813 0.09 0.02 -0.03
N 2.584 -1.484 0.189 0.14 -0.06 -0.30
C 3.486 -1.640 -0.847 -0.09 0.17 0.21
C 3.920 -2.907 -1.030 0.09 -0.18 -0.06
S 3.207 -3.933 0.130 -0.02 -0.03 0.09
C 3.879 -0.458 -1.616 -0.10 0.15 0.13
C 4.950 -0.363 -2.432 0.11 -0.02 -0.11
S 4.981 1.168 -3.182 0.02 0.03 -0.06
C 3.564 1.638 -2.359 0.01 -0.11 0.05
N 3.108 0.703 -1.554 0.19 -0.22 -0.05
C 2.963 2.978 -2.591 0.02 -0.02 -0.04
H 0.776 -1.986 2.095 -0.01 0.01 -0.01
H 2.168 -2.689 2.923 0.01 -0.01 -0.01
H 1.040 -3.743 2.066 -0.01 0.01 -0.01
H 4.589 -3.290 -1.784 -0.03 0.05 0.03
H 5.701 -1.111 -2.627 -0.03 0.04 0.01
H 3.170 3.313 -3.606 0.01 -0.02 0.00
H 3.387 3.708 -1.903 -0.01 0.01 0.03
H 1.887 2.945 -2.444 -0.04 -0.01 -0.01
O 0.198 1.226 -2.150 -0.07 0.05 0.04
N -0.506 0.380 -2.787 0.07 0.10 0.03
N -0.125 -0.813 -2.598 -0.14 -0.35 -0.13
O 0.929 -1.083 -1.866 -0.07 0.13 0.26
C -0.901 -1.910 -3.119 0.11 0.01 0.01
C -0.828 -3.125 -2.459 0.05 0.01 0.09
C -1.578 -4.189 -2.936 -0.01 0.01 -0.03
C -2.384 -4.029 -4.055 -0.01 -0.02 0.05
C -2.444 -2.800 -4.699 0.00 0.00 -0.02
C -1.696 -1.728 -4.238 -0.02 0.10 0.00
H -0.200 -3.213 -1.582 0.01 -0.04 -0.04
H -1.532 -5.145 -2.431 0.00 0.02 0.00
H -2.966 -4.862 -4.427 0.02 0.02 0.01
H -3.069 -2.675 -5.572 0.01 0.01 0.01
H -1.731 -0.765 -4.728 0.00 -0.03 -0.02
N 3.208 3.495 5.294 0.02 0.04 0.03
C 2.591 3.277 4.127 -0.08 -0.23 -0.20
N 1.683 4.151 3.709 -0.11 -0.04 0.00
N 2.940 2.168 3.485 0.25 0.01 0.30
C 2.536 1.686 2.374 0.04 -0.08 -0.09
N 2.317 1.088 1.395 -0.03 0.19 0.18
H 3.055 4.330 5.828 0.00 0.00 0.02
H 3.904 2.837 5.598 0.00 -0.02 -0.02
H 1.449 4.966 4.249 -0.01 0.01 -0.02
H 1.233 4.031 2.813 0.00 0.08 -0.15
C -2.254 -3.691 1.731 0.14 -0.07 -0.01
Si -2.782 -1.977 1.230 -0.20 -0.09 0.03
C -3.898 -2.008 -0.254 0.01 0.01 -0.14
C -3.583 -1.073 2.646 0.02 0.09 0.07
C -1.243 -1.059 0.729 0.22 0.12 0.06
C -0.265 -0.378 0.435 0.32 -0.10 -0.14
H -3.137 -4.296 1.952 0.04 0.02 0.00
H -1.631 -3.667 2.629 -0.03 -0.02 -0.03
H -1.695 -4.187 0.933 -0.04 0.01 0.05
H -4.862 -2.444 0.023 0.03 0.02 -0.03
H -3.475 -2.597 -1.072 -0.03 0.03 0.03
H -4.078 -0.994 -0.623 -0.02 -0.05 0.01
H -4.075 -1.788 3.311 -0.01 0.05 -0.03
H -4.339 -0.376 2.279 0.05 0.00 0.04
H -2.860 -0.503 3.234 -0.03 -0.04 0.00
Se 1.260 3.858 0.258 0.08 0.14 0.22
N 0.151 2.390 0.274 0.44 -0.15 -0.11
C -1.112 2.858 0.515 -0.03 0.20 -0.02
C -2.287 2.096 0.588 0.08 0.03 -0.08
C -3.494 2.711 0.851 -0.08 0.00 0.07
C -3.576 4.095 1.053 -0.10 -0.02 0.01
C -2.447 4.875 0.994 0.10 0.03 0.05
C -1.194 4.285 0.736 0.02 -0.25 -0.04
N -0.048 5.005 0.691 -0.11 -0.02 -0.02
H -2.241 1.030 0.439 -0.06 0.10 -0.10
H -4.393 2.108 0.898 0.01 0.04 0.00
H -4.534 4.559 1.252 0.00 -0.04 -0.03
H -2.498 5.947 1.133 0.05 -0.03 0.01
```
Forces are in eV/Å.

Results
net charge	+1
2S+1	6
E_HOMO (spin up / spin down)	-7.81 / -9.60	eV
<S²>	8.820
maximum force	1.298	eV/A
total energy	-144946.72416	eV
gap between HOMO and LUMO (spin up / spin down)	4.82 / 4.40	eV
relative energy (zero: lowest compared OMol25 entry of this formula, charge and spin)	124.7	kJ/mol

Just the Mulliken charges please, in e? Sure, here they are: 0.217, -0.927, 0.489, 0.420, -0.406, -0.480, -0.201, -0.272, -0.477, -0.174, 0.571, 0.814, -1.280, 0.016, 0.344, 0.409, 0.462, 0.445, 0.483, 0.282, 0.268, -0.114, -0.865, 0.860, -0.137, 0.231, -0.056, -0.667, -0.523, -0.546, -0.462, 0.395, 0.401, 0.415, 0.413, 0.494, -0.372, 0.636, -0.289, -0.625, 0.622, -0.444, 0.187, 0.242, 0.199, 0.182, -0.990, -0.023, -0.823, -1.114, 0.238, 0.315, 0.419, 0.296, 0.276, 0.410, 0.125, 0.332, 0.421, 0.280, 0.347, -0.084, 0.111, 0.835, -0.092, -0.706, -0.602, -0.747, 0.384, -0.840, -0.149, 0.377, 0.377, 0.446

=====

# 2
Density functional theory data (the ωB97M-V functional and the def2-TZVPD basis) for a cluster of 3 separate species, C40H63F17I2N3O8P2 in total.

Geometry as XYZ:
```
135
Properties=species:S:1:pos:R:3:forces:R:3
C -1.114 4.420 -1.717 1.35 2.14 -0.27
C -0.527 4.820 -0.318 -0.63 -0.14 -0.33
C -1.347 5.904 0.452 -0.44 -2.36 0.47
C 0.634 4.210 0.131 -0.26 -0.23 0.04
C 0.774 3.228 1.318 0.94 2.48 1.23
C -0.362 3.299 2.397 0.20 -1.14 0.78
C -1.398 2.080 2.328 1.40 1.26 -0.46
C -1.720 1.836 0.820 -1.60 -0.74 1.15
C -0.691 0.880 3.059 -0.55 0.59 -0.24
C -1.053 -0.560 2.531 0.14 0.45 1.74
N 0.152 -1.151 1.905 -1.06 -0.04 0.10
C 1.201 -1.477 2.663 0.25 -0.25 -1.17
N 2.154 -1.960 1.842 -0.41 0.41 0.78
C 3.440 -2.420 2.411 0.68 -0.66 -0.83
C 4.447 -1.269 2.702 -0.83 -0.33 1.71
N 4.497 -0.804 3.908 -0.08 -0.64 -2.13
C 1.703 -1.929 0.532 -0.85 0.43 -0.66
C 2.655 -2.414 -0.580 0.48 -0.78 1.23
I 2.295 -1.604 -2.541 0.36 0.01 0.46
C 2.757 -4.021 -0.536 -0.66 0.62 -0.83
C 2.068 -4.742 -1.740 0.53 -0.29 1.11
I 4.854 -4.628 -0.572 -0.54 0.17 0.25
C 0.377 -1.422 0.567 2.64 -0.59 -0.68
C -0.560 -1.186 -0.617 -1.30 0.24 1.13
C -1.139 -2.475 -1.290 0.10 0.47 -0.35
C -1.496 -3.606 -0.311 0.27 0.29 0.26
F -0.383 -4.284 0.141 -0.57 0.37 -0.46
F -2.071 -3.060 0.827 0.34 -0.36 -0.75
C -2.526 -4.674 -0.839 -0.64 0.56 1.00
F -3.764 -4.090 -0.733 0.85 -0.36 -0.33
F -2.528 -5.710 0.035 0.31 0.24 -0.87
C -2.349 -5.096 -2.339 -0.72 0.48 -0.97
F -1.055 -5.107 -2.762 -0.59 -0.33 0.70
F -2.958 -4.108 -3.076 0.45 -0.53 0.64
C -3.093 -6.435 -2.750 -0.71 0.59 0.46
F -4.222 -6.550 -1.993 0.91 0.30 -0.24
F -3.531 -6.263 -4.019 0.79 -0.63 0.49
C -2.245 -7.748 -2.540 -1.00 -1.28 0.50
F -3.095 -8.663 -1.979 0.44 0.52 -0.68
F -1.255 -7.601 -1.617 -0.36 0.51 -1.01
C -1.706 -8.443 -3.843 0.76 -1.10 0.27
F -1.133 -9.617 -3.415 -0.06 0.91 -0.02
F -2.698 -8.834 -4.673 0.38 1.04 0.51
C -0.577 -7.687 -4.610 0.99 0.22 -1.22
F -1.013 -6.555 -5.231 -0.38 -0.77 0.65
F 0.454 -7.308 -3.799 -0.99 -0.47 0.01
C 0.111 -8.549 -5.758 1.03 1.28 -0.61
F 0.925 -9.490 -5.275 -1.02 0.03 -0.21
F -0.757 -8.997 -6.664 0.27 -0.34 0.84
F 0.921 -7.666 -6.414 -0.50 -0.47 0.44
H -0.847 3.386 -2.001 -0.21 0.65 0.21
H -2.215 4.596 -1.749 0.77 -0.29 0.28
H -0.689 5.148 -2.461 -0.42 -0.78 0.09
H -2.060 5.366 1.133 0.35 0.85 -0.23
H -1.982 6.476 -0.252 0.63 -0.17 0.32
H -0.634 6.519 1.028 -0.68 -0.16 -0.30
H 1.567 4.417 -0.448 -0.91 -1.66 -0.61
H 1.727 3.497 1.850 -0.56 -0.43 -0.36
H 0.956 2.195 0.930 -0.38 0.75 0.08
H -0.876 4.279 2.453 0.36 -0.66 -0.37
H 0.147 3.178 3.389 -0.44 0.33 -0.63
H -2.284 2.444 2.899 0.36 -0.69 -0.61
H -0.892 1.392 0.237 -0.28 0.72 0.32
H -2.562 1.093 0.782 0.53 0.59 -0.23
H -2.130 2.777 0.407 0.52 -0.60 -0.11
H -0.916 0.967 4.149 0.07 -0.23 -0.81
H 0.408 1.072 2.981 -0.74 -0.50 -0.11
H -1.266 -1.180 3.434 0.10 0.23 -0.84
H -1.959 -0.613 1.903 0.84 0.05 0.01
H 1.310 -1.369 3.747 -0.28 -0.04 -0.69
H 3.865 -3.164 1.698 -0.17 0.58 0.51
H 3.198 -2.999 3.332 0.24 0.61 -0.53
H 5.101 -0.923 1.880 -0.32 0.02 0.60
H 3.786 -1.330 4.435 0.42 0.34 0.29
H 3.672 -2.064 -0.287 -0.85 0.13 -0.48
H 2.286 -4.305 0.433 0.59 -0.18 -0.74
H 2.714 -4.673 -2.637 -0.63 0.13 0.41
H 1.994 -5.821 -1.464 -0.21 0.78 -0.34
H 1.073 -4.286 -1.881 0.54 -0.52 -0.17
H -0.127 -0.520 -1.396 -0.01 -0.64 0.67
H -1.436 -0.618 -0.221 0.69 -0.43 -0.25
H -0.423 -2.794 -2.081 -0.64 -0.19 0.67
H -2.079 -2.167 -1.809 0.68 -0.31 0.35
O 6.743 5.407 2.019 -0.62 0.17 4.21
P 6.908 3.938 2.329 1.69 -2.14 -8.72
O 8.360 3.753 1.529 0.38 0.15 1.23
C 9.416 4.696 1.693 0.35 0.29 -0.22
C 10.229 4.449 2.949 -0.01 -0.17 0.02
O 5.905 3.380 1.146 -0.85 -0.25 0.98
C 4.996 4.245 0.471 -0.10 0.21 -0.17
C 5.643 4.879 -0.745 0.17 -0.06 -0.14
O 6.994 2.303 2.746 -0.70 1.70 2.04
C 8.142 1.702 3.323 0.42 -0.23 0.67
C 8.258 2.015 4.802 -0.21 -0.16 0.17
H 9.043 5.721 1.684 -0.20 -0.08 0.02
H 10.065 4.591 0.820 -0.13 -0.13 -0.03
H 9.600 4.506 3.841 0.02 0.10 0.01
H 11.026 5.189 3.043 -0.06 0.02 -0.01
H 10.692 3.461 2.931 0.01 0.04 0.00
H 4.594 4.995 1.152 0.14 0.06 -0.03
H 4.151 3.629 0.148 0.09 -0.15 0.07
H 6.580 5.377 -0.495 -0.12 0.08 0.15
H 4.972 5.609 -1.201 0.00 -0.03 0.01
H 5.884 4.116 -1.488 -0.08 0.01 0.02
H 9.049 1.958 2.780 -0.16 0.31 -0.09
H 8.024 0.621 3.203 -0.34 0.09 -0.10
H 8.177 3.088 4.992 0.16 0.01 -0.06
H 9.206 1.652 5.201 0.01 0.07 0.00
H 7.449 1.532 5.355 0.04 0.04 -0.03
O -8.849 2.907 -0.213 -1.88 -0.52 -3.49
P -7.699 2.724 -1.169 5.80 0.74 6.01
O -6.910 1.523 -0.321 -0.52 -0.54 -0.89
C -7.632 0.441 0.260 -0.08 -0.26 0.36
C -7.948 -0.654 -0.741 0.12 -0.01 -0.09
O -6.787 4.005 -0.699 -0.41 0.16 -1.17
C -7.318 5.031 0.136 -0.13 0.22 0.28
C -7.128 4.695 1.603 0.14 -0.16 0.11
O -6.606 2.567 -2.421 -2.57 0.27 -0.48
C -6.262 1.334 -3.026 0.00 -0.61 -0.57
C -7.324 0.854 -3.996 -0.03 0.19 -0.21
H -8.549 0.784 0.741 0.03 0.19 -0.10
H -6.998 0.032 1.050 0.10 0.12 -0.05
H -8.548 -0.269 -1.568 -0.08 -0.03 0.06
H -8.502 -1.464 -0.263 -0.03 0.06 0.00
H -7.034 -1.079 -1.162 -0.02 0.00 0.02
H -8.363 5.225 -0.102 0.00 -0.15 0.07
H -6.769 5.946 -0.097 0.09 -0.13 -0.13
H -7.527 3.711 1.851 -0.17 0.07 -0.11
H -7.619 5.439 2.233 0.03 0.00 -0.03
H -6.065 4.674 1.853 -0.02 0.09 -0.03
H -6.019 0.578 -2.281 -0.24 0.14 0.22
H -5.335 1.510 -3.578 -0.07 0.32 0.08
H -8.315 0.854 -3.537 0.05 -0.13 0.06
H -7.096 -0.151 -4.354 -0.05 -0.01 0.04
H -7.374 1.520 -4.861 -0.01 -0.04 0.05
```
Forces are in eV/Å.

Results
net charge	+1
E_HOMO	-9.10	eV
maximum force	9.133	eV/A
total energy	-144317.62267	eV
gap between HOMO and LUMO	6.20	eV
relative energy (zero: lowest compared OMol25 entry of this formula, charge and spin)	481.9	kJ/mol

Mulliken population analysis, charges in e, atoms 1 to 99: -1.335, 0.787, -1.254, -0.919, 0.489, -1.594, 0.624, -1.214, -0.979, -1.111, 0.674, -0.310, 0.375, -0.940, 0.111, -0.572, 0.213, -0.883, 0.107, -0.429, -1.350, 0.152, 0.014, -0.700, -0.724, 0.996, -0.308, -0.353, 0.253, -0.292, -0.288, 0.857, -0.333, -0.352, 0.449, -0.295, -0.284, 0.584, -0.325, -0.233, 0.604, -0.295, -0.271, 0.654, -0.287, -0.283, 0.553, -0.216, -0.214, -0.250, 0.239, 0.370, 0.439, 0.232, 0.439, 0.309, 0.279, 0.292, -0.078, 0.520, 0.499, 0.452, -0.165, 0.543, 0.437, 0.279, 0.514, 0.587, 0.424, 0.442, -0.072, 0.618, 0.393, 0.269, 0.785, 0.573, 0.546, 0.520, 0.024, 0.408, -0.205, 0.114, 0.686, -0.802, 1.115, -0.387, -0.321, -0.973, -0.360, 0.006, -1.141, -0.290, -0.105, -1.127, 0.317, 0.323, 0.174, 0.408, 0.267

=====

# 3
Density functional theory data (the ωB97M-V functional and the def2-TZVPD basis) for a structure of composition C17H12Cl2HfN8O10.

Geometry as XYZ:
```
50
Properties=species:S:1:pos:R:3:forces:R:3
Hf 0.159 -0.114 -0.459 -0.36 0.84 0.91
Cl 1.249 4.168 1.764 0.01 -0.07 -0.04
C 2.451 3.191 1.000 0.18 0.04 0.06
C 3.752 3.718 0.824 -0.15 -0.12 0.01
C 4.726 2.974 0.231 0.05 -0.13 -0.08
Cl 6.316 3.639 0.024 -0.07 0.00 0.02
C 4.456 1.657 -0.238 0.13 0.12 0.03
C 5.389 0.822 -0.890 -0.01 0.11 0.04
C 4.997 -0.410 -1.325 -0.23 -0.08 0.05
C 3.663 -0.817 -1.119 0.21 -0.01 -0.06
N 2.773 -0.077 -0.504 -0.23 0.28 0.00
C 3.158 1.154 -0.057 -0.12 0.03 0.07
C 2.138 1.921 0.586 0.13 -0.14 -0.13
O 0.951 1.357 0.735 -0.18 0.05 -0.26
H 3.959 4.721 1.167 0.02 0.04 0.01
H 6.400 1.172 -1.048 0.00 0.01 0.01
H 5.682 -1.070 -1.836 0.01 -0.03 -0.02
H 3.332 -1.778 -1.493 -0.01 -0.01 -0.02
N -0.509 -0.272 2.473 0.18 0.14 -0.14
N -0.266 -1.594 2.838 -0.14 -0.28 0.10
C 0.253 -2.462 1.964 0.20 0.15 -0.15
N 0.156 -3.760 2.234 -0.07 0.08 -0.07
N 0.898 -1.912 0.898 -0.25 -0.94 -0.08
N 1.084 -2.726 -0.191 -0.06 0.14 0.09
O 1.356 -3.898 -0.181 -0.08 0.33 0.35
O 0.966 -2.068 -1.251 0.13 -0.50 -0.08
H 0.084 0.364 2.997 -0.07 -0.04 -0.03
H -1.491 -0.059 2.620 0.02 0.04 -0.06
H -0.757 -1.977 3.637 0.11 0.07 -0.04
H -0.535 -4.074 2.899 0.07 0.02 -0.07
H 0.576 -4.443 1.622 0.04 0.12 -0.02
O -5.023 4.892 -0.029 0.32 0.05 -0.38
C -5.229 3.668 -0.041 -0.44 0.38 0.88
O -6.268 3.027 0.176 0.02 -0.38 -0.27
C -3.961 2.810 -0.200 0.32 -0.30 -0.27
C -2.769 3.372 -0.641 0.03 0.03 0.02
C -1.628 2.598 -0.739 0.00 0.12 0.09
N -1.627 1.301 -0.414 0.04 -0.32 0.08
C -2.781 0.740 -0.001 -0.24 -0.07 0.06
C -3.955 1.449 0.117 0.00 0.11 -0.04
C -2.674 -0.714 0.385 0.29 -0.13 0.17
O -3.518 -1.299 1.019 -0.03 0.11 -0.08
O -1.505 -1.257 0.068 -0.02 0.28 -0.32
H -2.764 4.428 -0.874 0.03 0.03 -0.01
H -0.677 3.008 -1.056 -0.04 0.03 0.00
H -4.870 0.980 0.448 -0.01 -0.03 0.02
O 0.399 0.171 -4.239 0.19 0.15 -1.07
N 0.152 0.233 -3.101 -0.29 0.37 1.71
O 0.865 0.930 -2.236 0.10 -0.26 -0.67
O -0.801 -0.371 -2.512 0.26 -0.40 -0.30
```
Forces are in eV/Å.

Results
E_HOMO	-7.44	eV
maximum force	1.772	eV/A
total energy	-76570.69402	eV
gap between HOMO and LUMO	5.27	eV
relative energy (zero: lowest compared OMol25 entry of this formula, charge and spin)	16.2	kJ/mol

Just the natural (NBO) charges please, in e? Sure, here they are: 2.417, 0.040, -0.105, -0.211, -0.057, 0.017, -0.037, -0.117, -0.263, 0.087, -0.484, 0.097, 0.358, -0.854, 0.249, 0.239, 0.234, 0.204, -0.613, -0.390, 0.678, -0.753, -0.503, 0.654, -0.329, -0.452, 0.395, 0.399, 0.396, 0.420, 0.446, -0.724, 0.714, -0.720, 0.001, -0.212, 0.059, -0.587, 0.060, -0.183, 0.777, -0.587, -0.884, 0.263, 0.212, 0.276, -0.268, 0.735, -0.591, -0.502

=====

Question: maximum force of number 3 (C17H12Cl2HfN8O10)?
Answer: 1.772 eV/A

=====

Question: What is the total energy in the third record?
Answer: -76570.69402 eV

=====

Question: Among the records above, which one has the highest relative energy (zero: lowest compared OMol25 entry of this formula, charge and spin)?
Answer: C40H63F17I2N3O8P2